# 1
DFT (the ωB97M-V functional and the def2-TZVPD basis) results for the molecule C7H14.

XYZ file:
```
21
Properties=species:S:1:pos:R:3:forces:R:3
C 1.9182 -0.8332 0.7871 0.02 0.01 0.05
C 1.0820 -0.6284 -0.4793 -0.09 -0.06 -0.05
C 0.0513 0.4867 -0.3837 0.06 0.03 0.04
C 0.6231 1.8711 -0.1341 0.03 0.10 0.06
C -1.1482 0.4250 -1.2941 -0.08 0.01 -0.18
C -1.3247 0.2131 0.1855 -0.12 0.02 0.11
C -1.8173 -1.1216 0.6987 0.03 -0.08 0.02
H 2.5233 -1.7427 0.7049 -0.08 0.14 0.01
H 2.6073 0.0006 0.9647 -0.15 -0.13 -0.02
H 1.2789 -0.9363 1.6725 0.07 0.02 -0.15
H 1.7489 -0.4223 -1.3296 -0.11 -0.02 0.12
H 0.5679 -1.5667 -0.7176 0.07 0.13 -0.01
H 1.3692 1.8727 0.6695 -0.16 -0.04 -0.09
H -0.1647 2.5768 0.1542 0.10 -0.12 -0.09
H 1.1073 2.2687 -1.0339 -0.02 -0.10 0.07
H -1.5226 1.3392 -1.7482 0.13 -0.08 0.10
H -1.2553 -0.4546 -1.9267 0.05 0.10 0.11
H -1.7546 1.0604 0.7203 0.09 -0.13 -0.08
H -1.5484 -1.2853 1.7483 -0.01 0.03 -0.13
H -1.4305 -1.9642 0.1154 -0.01 0.16 0.08
H -2.9113 -1.1591 0.6260 0.17 -0.01 0.03
```
Positions in Å, forces in eV/Å.

Computed properties:
E_LUMO	1.1	eV
spin multiplicity	1
SMILES	CC[C@@]1(C)C[C@H]1C
HOMO	-9.66	eV

Charges obtained by natural (NBO) population analysis, quoted in units of e: number 1, C, carries -0.609; number 2, C, carries -0.389; number 3, C, carries -0.052; number 4, C, carries -0.598; number 5, C, carries -0.421; number 6, C, carries -0.220; number 7, C, carries -0.608; number 8, H, carries 0.210; number 9, H, carries 0.202; number 10, H, carries 0.205; number 11, H, carries 0.203; number 12, H, carries 0.201; number 13, H, carries 0.208; number 14, H, carries 0.209; number 15, H, carries 0.206; number 16, H, carries 0.212; number 17, H, carries 0.208; number 18, H, carries 0.207; number 19, H, carries 0.208; number 20, H, carries 0.204; number 21, H, carries 0.213

---

# 2
DFT (the ωB97M-V functional and the def2-TZVPD basis) results for the molecule C7H14.

XYZ file:
```
21
Properties=species:S:1:pos:R:3:forces:R:3
C 0.9746 -0.9017 -2.5612 -0.48 0.00 -0.18
C 0.1978 -0.6195 -1.2957 1.00 -0.70 0.74
C 0.4808 0.3587 -0.4240 -0.19 -0.22 -1.44
C 1.3733 1.4775 -0.8827 0.26 0.27 0.71
C -0.2124 0.5595 0.8735 -0.68 0.31 0.21
C -1.1245 -0.5717 1.3248 0.29 -0.28 0.34
C -1.6758 -0.3674 2.7642 0.56 0.05 -0.56
H 2.0184 -1.1543 -2.3587 -0.04 0.02 0.04
H 0.9625 -0.0888 -3.2846 0.01 0.14 -0.01
H 0.5060 -1.7606 -3.0411 0.19 -0.02 -0.17
H -0.4060 -1.4790 -1.0102 -0.28 0.41 0.20
H 1.9581 1.8590 -0.0441 -0.04 0.12 0.13
H 0.7727 2.3161 -1.2534 0.13 -0.09 -0.09
H 2.1044 1.1769 -1.6235 -0.12 -0.06 -0.29
H 0.4720 0.6989 1.7099 0.50 0.23 -0.17
H -0.7386 1.5256 0.7619 -0.13 -0.26 0.33
H -1.9011 -0.7797 0.5881 -0.14 0.11 0.13
H -0.4747 -1.4591 1.3350 -0.28 0.03 -0.05
H -1.2104 0.5028 3.2223 -0.03 0.26 -0.03
H -1.3545 -1.1977 3.3931 -0.49 -0.12 0.03
H -2.7515 -0.2129 2.7877 -0.03 -0.21 0.11
```
Positions in Å, forces in eV/Å.

Computed properties:
E_LUMO	1.1	eV
spin multiplicity	1
SMILES	C/C=C(\C)CCC
HOMO	-8.80	eV

Charges obtained by natural (NBO) population analysis, quoted in units of e: number 1, C, carries -0.651; number 2, C, carries -0.211; number 3, C, carries 0.034; number 4, C, carries -0.649; number 5, C, carries -0.426; number 6, C, carries -0.397; number 7, C, carries -0.611; number 8, H, carries 0.214; number 9, H, carries 0.211; number 10, H, carries 0.212; number 11, H, carries 0.193; number 12, H, carries 0.210; number 13, H, carries 0.218; number 14, H, carries 0.218; number 15, H, carries 0.205; number 16, H, carries 0.206; number 17, H, carries 0.204; number 18, H, carries 0.198; number 19, H, carries 0.200; number 20, H, carries 0.210; number 21, H, carries 0.211

---

# 3
DFT (the ωB97M-V functional and the def2-TZVPD basis) results for the molecule C7H14.

XYZ file:
```
21
Properties=species:S:1:pos:R:3:forces:R:3
C -0.5838 -1.0034 2.4068 0.02 -0.02 0.06
C -1.1596 -0.2649 1.2019 -0.04 -0.04 -0.04
C -0.1695 0.7456 0.5912 0.07 -0.07 0.00
C -0.3347 0.8555 -0.9314 -0.15 -0.01 0.04
C 0.8158 1.6591 -1.5929 0.14 0.05 -0.08
C -0.2644 -0.3984 -1.7402 0.20 0.12 0.20
C 0.7850 -1.3533 -1.2954 0.00 0.09 0.02
H 0.3310 -1.5369 2.1193 -0.14 0.07 0.07
H -0.3226 -0.3129 3.2164 -0.04 -0.07 -0.10
H -1.2910 -1.7398 2.8029 0.10 0.12 -0.03
H -2.0953 0.2392 1.4760 0.15 -0.06 -0.05
H -0.2988 1.7353 1.0530 0.02 -0.16 -0.13
H 0.8574 0.4421 0.8341 -0.15 0.01 -0.05
H -1.2723 1.3849 -1.1550 0.15 -0.11 0.01
H 1.7902 1.2335 -1.3253 -0.17 0.08 -0.03
H 0.7256 1.6568 -2.6844 0.03 0.04 0.14
H 0.7866 2.6972 -1.2479 -0.05 -0.16 -0.02
H -1.4383 -1.0074 0.4411 0.05 0.11 0.12
H 0.2706 -2.3057 -1.1033 0.01 0.08 -0.07
H 1.4269 -1.1136 -0.4345 -0.12 0.02 -0.08
H 1.4139 -1.5697 -2.1667 -0.07 -0.07 0.02
```
Positions in Å, forces in eV/Å.

Computed properties:
E_LUMO	0.4	eV
spin multiplicity	1
HOMO	-7.94	eV

Charges obtained by natural (NBO) population analysis, quoted in units of e: number 1, C, carries -0.602; number 2, C, carries -0.396; number 3, C, carries -0.404; number 4, C, carries -0.391; number 5, C, carries -0.597; number 6, C, carries 0.208; number 7, C, carries -0.818; number 8, H, carries 0.199; number 9, H, carries 0.203; number 10, H, carries 0.211; number 11, H, carries 0.204; number 12, H, carries 0.211; number 13, H, carries 0.195; number 14, H, carries 0.208; number 15, H, carries 0.205; number 16, H, carries 0.231; number 17, H, carries 0.228; number 18, H, carries 0.194; number 19, H, carries 0.270; number 20, H, carries 0.180; number 21, H, carries 0.261

---

# 4
DFT (the ωB97M-V functional and the def2-TZVPD basis) results for a 2-piece molecular cluster, C7H14 overall.

XYZ file:
```
21
Properties=species:S:1:pos:R:3:forces:R:3
C 1.4143 -1.0526 -1.3098 -0.04 -0.12 0.19
C 0.9628 -1.5270 -0.1547 0.09 -0.09 -0.16
C 0.9093 -0.7933 1.1673 -0.03 0.02 0.05
C 0.6323 0.7194 1.1534 0.07 0.10 -0.03
C -0.8292 1.1468 0.9295 -0.02 -0.02 0.07
C -1.3869 1.0672 -0.4756 0.09 0.08 -0.18
C -0.7315 1.3126 -1.6044 -0.05 0.04 0.15
H 1.4188 -1.6592 -2.2105 0.04 0.03 0.15
H 1.7699 -0.0337 -1.4123 0.01 -0.08 0.02
H 0.6164 -2.5641 -0.1220 0.14 0.24 -0.03
H 0.1631 -1.2771 1.8128 0.09 0.08 -0.13
H 1.8734 -0.9556 1.6720 -0.15 0.00 -0.06
H 0.9225 1.0990 2.1416 -0.02 -0.02 -0.16
H 1.2929 1.2279 0.4396 -0.09 -0.10 0.07
H -1.4713 0.5543 1.5955 0.11 0.05 -0.11
H -0.9370 2.1847 1.2787 0.00 -0.15 -0.07
H -2.4408 0.7971 -0.5507 0.13 0.07 0.03
H -1.2150 1.2062 -2.5714 0.03 0.10 0.15
H 0.3157 1.6054 -1.6147 -0.18 -0.06 0.01
H -1.6058 -1.9276 0.0469 -0.17 0.00 0.00
H -1.8386 -1.2828 -0.2406 -0.03 -0.18 0.03
```
Positions in Å, forces in eV/Å.

Computed properties:
E_LUMO	1.2	eV
spin multiplicity	1
SMILES	C=CCCCC=C.[H][H]
HOMO	-9.00	eV

Charges obtained by natural (NBO) population analysis, quoted in units of e: number 1, C, carries -0.407; number 2, C, carries -0.163; number 3, C, carries -0.450; number 4, C, carries -0.386; number 5, C, carries -0.449; number 6, C, carries -0.177; number 7, C, carries -0.397; number 8, H, carries 0.202; number 9, H, carries 0.184; number 10, H, carries 0.195; number 11, H, carries 0.205; number 12, H, carries 0.221; number 13, H, carries 0.210; number 14, H, carries 0.198; number 15, H, carries 0.206; number 16, H, carries 0.221; number 17, H, carries 0.198; number 18, H, carries 0.202; number 19, H, carries 0.185; number 20, H, carries -0.006; number 21, H, carries 0.007

---

# 5
DFT (the ωB97M-V functional and the def2-TZVPD basis) results for a 2-piece molecular cluster, C7H14 overall.

XYZ file:
```
21
Properties=species:S:1:pos:R:3:forces:R:3
C -2.3579 -0.1279 0.8997 -0.06 0.06 0.08
C -1.7383 -0.0442 -0.4631 -0.02 0.28 -0.15
C -0.8345 0.8521 -0.8503 -0.28 -0.05 0.00
C -0.1757 1.8765 0.0270 -0.04 0.10 0.05
H -1.7580 0.3525 1.6799 -0.09 -0.08 -0.16
H -3.3120 0.4078 0.8432 -0.03 -0.11 0.24
H -2.5755 -1.1544 1.2154 0.08 0.13 -0.12
H -2.1229 -0.7469 -1.2022 0.02 0.17 0.05
H -0.5562 0.8846 -1.9022 0.05 -0.14 0.16
H 0.8554 2.0787 -0.2862 -0.22 -0.05 -0.03
H -0.1418 1.5848 1.0829 -0.10 0.05 -0.23
H -0.7382 2.8131 -0.0438 0.16 0.07 0.09
C 0.8048 -1.7218 -0.7745 0.13 -0.07 -0.04
C 1.8669 -0.9345 -0.6862 0.09 -0.36 0.04
C 2.2959 -0.3687 0.6358 0.09 -0.03 0.12
H 0.5885 -2.3366 -1.6414 -0.10 0.28 -0.07
H 0.1046 -1.7648 0.0577 0.22 -0.27 -0.12
H 2.5476 -0.8191 -1.5285 -0.07 -0.08 0.10
H 1.4484 -0.1870 1.3080 0.13 -0.05 -0.20
H 2.8958 -1.1693 1.0783 0.16 0.28 0.29
H 2.9133 0.5334 0.5856 -0.14 -0.12 -0.11
```
Positions in Å, forces in eV/Å.

Computed properties:
E_LUMO	1.1	eV
spin multiplicity	1
SMILES	C/C=C\C.C=CC
HOMO	-8.51	eV

Charges obtained by natural (NBO) population analysis, quoted in units of e: number 1, C, carries -0.657; number 2, C, carries -0.200; number 3, C, carries -0.170; number 4, C, carries -0.659; number 5, H, carries 0.209; number 6, H, carries 0.221; number 7, H, carries 0.213; number 8, H, carries 0.198; number 9, H, carries 0.200; number 10, H, carries 0.217; number 11, H, carries 0.207; number 12, H, carries 0.221; number 13, C, carries -0.386; number 14, C, carries -0.192; number 15, C, carries -0.652; number 16, H, carries 0.198; number 17, H, carries 0.189; number 18, H, carries 0.196; number 19, H, carries 0.212; number 20, H, carries 0.222; number 21, H, carries 0.211

---

Record-wise energy relative to the best compared isomer or geometry (same formula, charge and spin) values, in kcal per mole: 17.0; 20.8; 85.8; 61.7; 44.1
Record-wise max |F| values, in eV Å⁻¹: 0.196; 1.468; 0.310; 0.278; 0.435